Record 1
C24H50Br2Cl17NNbO3 as an isolated structure in a non-equilibrium geometry. Source: the OMol25 dataset; level of theory: ωB97M-V/def2-TZVPD.

```
98
C24H50Br2Cl17NNbO3 (ωB97M-V/def2-TZVPD)
C 5.3559 1.7422 0.0323
C 4.6522 0.2929 -0.3537
C 4.2031 -0.5191 1.0223
O 3.2229 -1.5906 0.7852
C 2.2086 -1.5085 1.8884
Nb 0.5386 -0.0172 1.2675
Cl -0.8711 -0.9888 3.1030
C -1.1381 1.4111 0.6090
O -0.6318 2.8094 0.5739
N 0.1620 2.8615 -0.5408
O -0.4579 3.6065 -1.2973
C -0.1876 -1.6129 -0.1853
Br -2.0826 -2.1045 0.3861
C -0.3099 -1.1366 -1.7489
C 1.0191 -0.3956 -2.3587
Br -0.5192 -2.8557 -2.8271
H 4.5743 2.3739 0.6452
H 6.3572 1.6213 0.6540
H 5.6686 2.2749 -0.9840
H 3.7266 0.5481 -1.0548
H 5.4286 -0.4204 -0.9011
H 5.1398 -1.0339 1.5467
H 3.7979 0.2973 1.7629
H 1.6709 -2.5730 1.8797
H 2.6882 -1.2403 2.9225
H 1.1361 1.2058 2.5020
H 1.7372 0.6862 0.1102
H -2.0263 1.3951 1.4060
H -1.5656 1.0866 -0.4518
H 0.4462 -2.5947 -0.0173
H -1.3201 -0.5224 -1.9044
H 1.0472 0.7149 -1.9589
H 2.0236 -0.9355 -2.0372
H 0.9816 -0.3311 -3.5278
Cl 7.6459 6.4617 2.2638
C 6.1093 5.9076 1.5532
C 5.3145 5.0360 2.5132
Cl 6.0951 3.4599 2.7935
H 6.3367 5.3788 0.6225
H 5.5350 6.8048 1.3035
H 4.3250 4.8291 2.0944
H 5.1780 5.5251 3.4827
Cl -1.0861 0.6907 -5.3265
C -2.3377 1.6635 -4.5138
C -3.4514 0.8016 -3.9396
Cl -4.4434 0.0489 -5.2128
H -2.7223 2.3921 -5.2341
H -1.8388 2.2113 -3.7087
H -4.1248 1.4183 -3.3367
H -3.0562 0.0054 -3.3010
Cl 4.6077 -4.0851 5.4669
C 3.2510 -3.5193 6.4729
C 2.2744 -2.6578 5.6873
Cl 2.9794 -1.0869 5.2322
H 3.6657 -2.9795 7.3298
H 2.7412 -4.4121 6.8471
H 1.3929 -2.4438 6.2991
H 1.9406 -3.1584 4.7731
Cl -4.5276 -0.6048 -1.0842
C -5.3787 -2.1399 -1.3877
C -6.2581 -2.0732 -2.6267
Cl -7.6601 -0.9987 -2.3989
H -5.9593 -2.3887 -0.4940
H -4.6096 -2.9070 -1.5186
H -6.6549 -3.0671 -2.8544
H -5.6988 -1.7220 -3.4995
Cl -2.7660 -5.5728 -4.7545
C -1.0741 -6.1300 -4.7640
C -0.6185 -6.5573 -6.1506
Cl -1.4238 -8.0505 -6.6925
H -0.9811 -6.9454 -4.0399
H -0.4636 -5.2923 -4.4138
H 0.4562 -6.7627 -6.1414
H -0.8095 -5.7784 -6.8954
Cl 7.8396 8.5179 5.8439
C 9.6196 8.4989 5.9085
C 10.2461 8.9925 4.6137
Cl 9.9878 7.8570 3.2662
H 9.9398 7.4803 6.1487
H 9.9127 9.1520 6.7360
H 11.3283 9.0933 4.7396
H 9.8458 9.9674 4.3184
Cl -5.1316 2.2312 1.7311
C -6.6682 1.6772 1.0206
C -7.4630 0.8055 1.9805
Cl -6.6824 -0.7705 2.2608
H -6.4408 1.1483 0.0898
H -7.2425 2.5743 0.7708
H -8.4524 0.5986 1.5617
H -7.5995 1.2946 2.9500
Cl -8.9696 -4.3958 -1.2957
C -9.5621 -5.0164 -2.8567
C -8.5226 -5.8695 -3.5670
Cl -7.1387 -4.9055 -4.1390
H -9.8681 -4.1616 -3.4678
H -10.4512 -5.6165 -2.6412
H -8.9677 -6.3390 -4.4494
H -8.1394 -6.6621 -2.9168
```

Calculated values
charge	-1
HOMO-LUMO gap	6.29	eV
E_tot	-14252.880608	Ha

---

Record 2
One molecule with the formula C3H7NO2 in a non-equilibrium geometry. Source: the OMol25 dataset; level of theory: ωB97M-V/def2-TZVPD.

```
13
C3H7NO2 (ωB97M-V/def2-TZVPD)
C 2.3197 0.0772 0.0081
N 1.0124 -0.5265 -0.0792
C -0.1424 0.2376 -0.1825
O -0.2725 1.4426 -0.1432
O -1.1544 -0.6646 -0.2912
C -2.3679 -0.0397 0.0592
H 2.3121 0.9020 0.7459
H 2.5976 0.4015 -1.1085
H 3.0506 -0.8157 0.2989
H 0.7970 -1.4938 0.1200
H -3.1807 -0.7075 -0.4963
H -2.3439 1.2330 -0.2626
H -2.6276 -0.0461 1.3314
```

Calculated values
HOMO-LUMO gap	10.58	eV
structure (SMILES)	CNC(=O)OC
E_tot	-323.691586	Ha